No. 1
The following is a DFT calculation (the ωB97M-V functional and the def2-TZVPD basis) of the ion C8H6O2P with charge -1.

orbital gap: 7.52 eV
largest force on an atom: 8.03 eV/Å
HOMO level: -4.07 eV
SMILES: O=[P@@]1([O-])C=Cc2ccccc21
E_tot: -21778.0246 eV
net charge: -1
LUMO energy: 0.1267 hartree
energy relative to the best compared isomer or geometry (same formula, charge and spin): 214.81 kJ/mol

```
17
Properties=species:S:1:pos:R:3:lowdin_charge:R:1
O -1.43 0.48 -2.85 -0.581
P -0.67 1.47 -1.60 0.554
O 0.06 2.64 -2.08 -0.397
C -1.89 1.56 -0.20 -0.106
C -1.60 0.68 0.76 -0.129
C -0.40 -0.06 0.63 -0.251
C 0.15 -0.86 1.62 -0.045
C 1.28 -1.58 1.33 -0.101
C 1.86 -1.41 0.09 -0.111
C 1.44 -0.51 -0.89 -0.060
C 0.27 0.18 -0.59 -0.179
H -2.69 2.14 -0.23 0.015
H -2.21 0.62 1.58 0.070
H -0.35 -0.96 2.51 0.073
H 1.62 -2.21 2.06 0.065
H 2.73 -1.93 -0.30 0.089
H 1.83 -0.27 -1.83 0.092
```

No. 2
The following is a DFT calculation (the ωB97M-V functional and the def2-TZVPD basis) of a cluster of 3 separate species, C2H10N2O2 in total.

orbital gap: 8.37 eV
largest force on an atom: 2.30 eV/Å
HOMO level: -7.51 eV
SMILES: N/C=C/N.O.O
E_tot: -9309.6163 eV
LUMO energy: 0.0314 hartree
energy relative to the best compared isomer or geometry (same formula, charge and spin): 188.44 kJ/mol

```
16
Properties=species:S:1:pos:R:3:lowdin_charge:R:1
N 0.43 -0.37 -0.88 0.046
C -0.77 0.35 -0.97 -0.231
C -0.97 1.65 -0.63 -0.243
N -2.07 2.13 0.14 -0.027
H 1.09 -0.08 -0.18 0.084
H 0.34 -1.35 -1.06 0.079
H -1.57 -0.25 -1.49 0.121
H -0.06 2.25 -0.65 0.087
H -2.79 2.65 -0.40 0.080
H -1.78 2.79 0.85 0.069
O 5.07 -2.63 0.04 -0.072
H 5.59 -2.34 0.81 0.036
H 5.75 -3.28 -0.20 0.036
O -2.60 -0.55 1.92 -0.079
H -2.33 0.05 1.21 -0.016
H -3.32 -1.02 1.48 0.029
```

No. 3
The following is a DFT calculation (the ωB97M-V functional and the def2-TZVPD basis) of a structure of composition C43H48FeN4O4.

orbital gap (spin up / spin down): 4.51 / 4.74 eV
largest force on an atom: 0.69 eV/Å
HOMO level (spin up / spin down): -0.21 / -0.44 eV
E_tot: -93912.3786 eV
net charge: -2
LUMO energy (spin up / spin down): 0.1580 / 0.1580 hartree

```
100
Properties=species:S:1:pos:R:3:lowdin_charge:R:1
Fe 0.16 0.21 -0.16 0.605
C 2.81 0.60 -2.99 -0.052
C 3.71 0.13 -1.84 -0.360
C 5.04 -0.41 -2.37 -0.072
C 3.90 1.23 -0.81 -0.161
C 4.85 2.23 -1.01 -0.064
C 5.02 3.24 -0.09 -0.122
C 4.25 3.25 1.06 -0.063
C 3.29 2.27 1.31 -0.136
C 2.55 2.34 2.64 -0.365
C 1.09 2.77 2.50 -0.065
C 2.66 1.07 3.48 -0.058
C 3.09 1.25 0.35 -0.219
N 2.07 0.30 0.49 -0.005
C 2.53 -0.99 0.80 -0.241
C 1.59 -2.01 0.72 -0.187
N 0.34 -1.71 0.33 0.015
C -0.56 -2.76 0.11 -0.158
C -0.51 -3.50 -1.09 -0.124
C -1.34 -4.60 -1.23 -0.052
C -2.22 -4.98 -0.23 -0.098
C -2.28 -4.24 0.94 -0.056
C -1.46 -3.13 1.13 -0.137
C -1.51 -2.38 2.44 -0.366
C -1.13 -3.28 3.61 -0.070
C -2.87 -1.72 2.67 -0.060
C 0.43 -3.11 -2.21 -0.361
C -0.31 -2.85 -3.52 -0.058
C 1.51 -4.18 -2.42 -0.062
C 2.22 -3.27 1.18 -0.066
C 1.82 -4.57 1.38 -0.020
C 2.77 -5.51 1.87 -0.094
C 4.07 -5.17 2.15 -0.057
C 4.50 -3.82 1.97 -0.187
C 5.80 -3.30 2.26 -0.078
C 6.03 -1.96 2.06 -0.114
C 5.05 -1.05 1.59 -0.036
C 3.78 -1.52 1.28 -0.092
C 3.56 -2.93 1.49 -0.091
H 2.79 -0.16 -3.79 0.077
H 3.18 1.53 -3.43 0.076
H 1.78 0.74 -2.66 0.057
H 3.20 -0.69 -1.35 0.116
H 5.57 0.33 -2.99 0.062
H 4.86 -1.29 -2.99 0.073
H 5.70 -0.70 -1.55 0.076
H 5.45 2.21 -1.91 0.099
H 5.77 4.02 -0.26 0.085
H 4.41 4.03 1.81 0.098
H 3.06 3.14 3.20 0.113
H 0.51 2.00 1.99 0.055
H 0.99 3.70 1.94 0.073
H 0.65 2.92 3.50 0.073
H 2.07 0.26 3.04 0.072
H 2.29 1.26 4.49 0.071
H 3.69 0.72 3.55 0.072
H -1.31 -5.17 -2.16 0.099
H -2.88 -5.84 -0.37 0.085
H -2.98 -4.52 1.72 0.100
H -0.76 -1.59 2.37 0.123
H -1.89 -4.04 3.79 0.065
H -1.03 -2.69 4.53 0.070
H -0.18 -3.79 3.43 0.066
H -3.65 -2.49 2.74 0.068
H -3.12 -1.04 1.86 0.063
H -2.87 -1.16 3.61 0.072
H 0.93 -2.19 -1.91 0.113
H -0.82 -3.76 -3.86 0.066
H 0.40 -2.55 -4.30 0.074
H -1.05 -2.05 -3.41 0.055
H 1.07 -5.13 -2.74 0.068
H 2.09 -4.36 -1.50 0.065
H 2.21 -3.86 -3.20 0.068
H 0.81 -4.89 1.17 0.103
H 2.45 -6.54 2.01 0.087
H 4.76 -5.91 2.52 0.092
H 6.59 -3.95 2.63 0.084
H 7.02 -1.56 2.29 0.085
H 5.31 -0.01 1.47 0.094
O -3.81 0.30 -0.57 0.009
C -2.59 0.19 -0.65 -0.574
O -1.77 0.29 0.33 -0.130
C -1.88 -0.06 -2.04 -0.562
O -2.54 -0.22 -3.06 0.008
O -0.60 -0.08 -1.96 -0.111
C 2.05 5.12 -1.91 -0.022
C 0.96 4.29 -1.31 -0.303
C -0.30 4.60 -0.85 -0.002
C -0.86 3.38 -0.41 -0.315
N 0.01 2.39 -0.61 0.074
N 1.09 2.96 -1.16 0.080
C -2.21 3.20 0.19 -0.025
H 1.90 6.17 -1.66 0.072
H 2.05 5.04 -3.00 0.077
H 3.02 4.81 -1.55 0.062
H -0.76 5.58 -0.81 0.097
H 1.91 2.41 -1.33 0.115
H -2.52 4.13 0.66 0.070
H -2.21 2.40 0.92 0.070
H -2.95 2.94 -0.57 0.084
```

The highest E_tot belongs to which entry?
C2H10N2O2

The highest E_tot belongs to which entry?
C2H10N2O2